--- P ---
Density functional theory data (ωB97M-V/def2-TZVPD) for the ion C3H7N4 with charge +1.

Last column: Mulliken charge in e.
Positions of all 14 atoms, in Å:
N: 1.748 0.964 -0.097  -0.36
C: 1.156 -0.292 -0.071  0.46
N: 1.772 -1.440 -0.141  -0.32
C: -0.165 -0.365 0.314  0.26
N: -1.227 -0.968 -0.169  -0.55
C: -1.607 0.109 0.709  0.09
N: -2.383 0.918 -0.240  -0.45
H: 1.262 1.823 0.063  0.24
H: 2.732 1.062 -0.462  0.26
H: 1.239 -2.328 -0.215  0.29
H: 2.680 -1.781 -0.084  0.21
H: -1.897 0.248 1.735  0.39
H: -3.197 1.623 -0.192  0.25
H: -2.113 0.425 -1.151  0.24

- charge = +1
- orbital gap (alpha / beta) (eV) = 8.0 / 8.0
- LUMO (alpha / beta) (eV) = -5.0 / -5.0
- structure (SMILES) = NC(=[NH2+])C1=N[C@@H]1N

---

--- Q ---
Density functional theory data (ωB97M-V/def2-TZVPD) for a cluster of 2 separate species, C3H7N4 in total.

Last column: Mulliken charge in e.
Positions of all 14 atoms, in Å:
C: 2.053 -0.802 -0.946  -0.14
C: 1.582 0.005 0.058  -0.20
C: -0.821 0.809 0.477  -0.26
N: 1.006 -1.328 -1.534  -0.72
N: -0.028 -0.871 -0.978  0.39
N: 0.233 0.088 -0.014  0.29
N: -2.023 0.372 0.221  -0.57
H: 3.107 -0.780 -1.374  0.36
H: 2.054 0.737 0.704  0.41
H: -0.605 1.866 0.807  0.45
H: -0.450 0.480 2.555  0.09
H: -0.940 -1.191 -1.187  0.27
H: -2.395 -0.445 0.827  0.32
H: -2.775 1.059 0.384  0.31

- charge = +1
- orbital gap (alpha / beta) (eV) = 8.8 / 7.5
- LUMO (alpha / beta) (eV) = -5.4 / -5.1

---

Which structure is the least stable? The one labeled Q.

---

--- P ---
Density functional theory data (ωB97M-V/def2-TZVPD) for the ion C3H7N4 with charge +1.

Last column: Mulliken charge in e.
Positions of all 14 atoms, in Å:
C: 0.928 -1.560 -0.085  -0.56
N: 0.303 -0.304 0.433  0.56
N: 0.448 -0.180 1.757  -0.71
C: 0.024 0.939 2.124  -0.11
N: -0.526 1.603 0.990  -0.18
C: -0.332 0.739 -0.059  0.41
N: -0.882 0.740 -1.324  -0.44
H: 1.952 -1.392 -0.175  0.34
H: 0.501 -1.656 -1.054  0.22
H: 0.742 -2.295 0.762  0.28
H: -0.010 1.276 3.240  0.35
H: -1.010 2.578 1.079  0.29
H: -0.440 -0.025 -1.885  0.23
H: -0.724 1.636 -1.750  0.31

- charge = +1
- orbital gap (eV) = 11.5
- LUMO (eV) = -3.2
- structure (SMILES) = Cn1nc[nH]c1=[NH2+]

---

--- Q ---
Density functional theory data (ωB97M-V/def2-TZVPD) for the ion C3H7N4 with charge +1.

Last column: Mulliken charge in e.
Positions of all 14 atoms, in Å:
N: 2.401 -1.209 0.432  -0.41
N: 2.562 -0.080 0.178  0.56
C: 2.130 1.057 -0.065  -0.38
C: 0.590 1.049 -0.270  0.28
N: -0.172 0.073 0.013  -0.41
C: -1.714 0.127 -0.012  -0.38
N: -2.349 -1.100 0.251  -0.42
H: 2.264 -1.957 -0.180  0.32
H: 2.867 1.755 -0.323  0.40
H: 0.200 2.032 -0.619  0.40
H: -1.942 0.532 -1.153  0.32
H: -2.034 0.723 0.869  0.32
H: -2.045 -1.800 -0.324  0.17
H: -2.758 -1.202 1.202  0.23

- charge = +1
- orbital gap (alpha / beta) (eV) = 6.8 / 6.8
- LUMO (alpha / beta) (eV) = -6.3 / -6.3
- structure (SMILES) = N=[N+]=C/C=N/CN

---

Which structure is the least stable? The one labeled Q.

---

--- P ---
Density functional theory data (ωB97M-V/def2-TZVPD) for a cluster of 2 separate species, C3H11N in total.

Last column: Mulliken charge in e.
Positions of all 15 atoms, in Å:
C: -0.309 0.323 2.692  -0.84
N: -0.409 -0.684 1.486  -0.40
C: -1.674 -1.343 1.380  -0.72
H: -0.766 1.179 2.204  0.35
H: -0.417 -0.324 3.652  0.32
H: 0.700 0.789 2.770  0.27
H: 0.294 -1.446 1.641  0.22
H: -2.237 -1.572 2.320  0.26
H: -1.684 -2.173 0.673  0.33
H: -2.434 -0.577 0.915  0.22
C: 1.743 1.183 -3.927  -0.84
H: 1.776 0.031 -3.881  0.20
H: 0.993 1.630 -3.236  0.21
H: 1.668 1.414 -5.017  0.22
H: 2.755 1.571 -3.674  0.21

- charge = 0
- orbital gap (eV) = 9.9
- LUMO (eV) = 1.0
- structure (SMILES) = CNC.C

---

--- Q ---
Density functional theory data (ωB97M-V/def2-TZVPD) for a cluster of 2 separate species, C3H11N in total.

Last column: Mulliken charge in e.
Positions of all 15 atoms, in Å:
C: -1.952 0.712 -1.420  -0.92
C: -1.130 0.650 -0.080  -0.04
N: -1.288 -0.551 0.801  -0.49
H: -1.696 -0.271 -1.967  0.25
H: -1.334 1.473 -1.976  0.27
H: -3.037 0.912 -1.364  0.32
H: -1.393 1.461 0.603  0.25
H: -0.063 0.617 -0.362  0.11
H: -0.439 -0.608 1.335  0.14
H: -2.054 -1.012 1.203  0.13
C: 2.849 -0.651 0.638  -0.91
H: 2.153 -0.708 -0.167  0.20
H: 3.219 0.362 0.943  0.23
H: 2.417 -1.057 1.542  0.23
H: 3.749 -1.329 0.271  0.24

- charge = 0
- orbital gap (eV) = 9.6
- LUMO (eV) = 1.1
- structure (SMILES) = CCN.C

---

Which structure is the least stable? The one labeled P.

---

--- P ---
Density functional theory data (ωB97M-V/def2-TZVPD) for a structure of composition C18H22F6IrN3O10S2.

Last column: Mulliken charge in e.
Positions of all 62 atoms, in Å:
Ir: -0.193 -1.094 0.215  2.36
C: -2.094 5.802 3.090  -0.90
O: -2.384 4.593 2.407  -0.44
C: -1.436 3.636 2.366  0.88
C: -0.159 3.785 2.948  -0.97
C: 0.726 2.751 2.836  -1.47
C: 0.426 1.539 2.174  0.41
C: 1.402 0.494 2.152  1.18
C: 2.769 0.684 2.748  -1.80
O: 1.227 -0.642 1.648  -0.70
C: -0.865 1.419 1.567  0.62
O: -1.298 0.399 0.880  -0.85
C: -1.771 2.480 1.698  -0.34
H: -2.999 6.399 3.033  0.27
H: -1.275 6.341 2.608  0.35
H: -1.847 5.617 4.138  0.36
H: 0.126 4.687 3.466  0.43
H: 1.702 2.878 3.281  0.28
H: 2.772 1.218 3.693  0.49
H: 3.360 1.257 2.028  0.37
H: 3.229 -0.292 2.881  0.31
H: -2.740 2.390 1.229  0.48
C: -3.891 -2.668 -1.174  -1.74
C: -2.608 -2.335 -0.494  0.84
N: -1.737 -1.529 -0.998  0.78
O: -2.068 -0.996 -2.207  -0.68
C: -2.239 -2.920 0.775  0.33
C: -3.019 -3.985 1.467  -1.86
N: -1.099 -2.479 1.257  0.65
O: -0.538 -2.913 2.287  -0.80
H: -4.180 -1.868 -1.849  0.44
H: -4.673 -2.834 -0.435  0.41
H: -3.780 -3.584 -1.759  0.32
H: -1.516 -0.204 -2.327  0.35
H: -3.299 -4.783 0.777  0.38
H: -3.936 -3.586 1.907  0.34
H: -2.413 -4.404 2.266  0.39
F: 3.773 0.371 -3.382  -0.21
C: 3.324 0.417 -2.138  0.28
F: 3.922 1.403 -1.485  -0.22
F: 3.636 -0.741 -1.530  -0.18
S: 1.493 0.587 -2.105  1.26
O: 0.987 -0.538 -2.844  -0.67
O: 1.195 0.583 -0.669  -0.43
N: 1.378 1.991 -2.759  -0.72
S: -0.032 2.513 -3.273  0.99
O: -0.044 3.935 -3.314  -0.64
O: -1.126 1.799 -2.663  -0.64
C: -0.053 1.974 -5.059  0.71
F: 1.179 1.927 -5.560  -0.25
F: -0.605 0.767 -5.169  -0.21
F: -0.771 2.837 -5.772  -0.23
C: 2.447 -4.052 -1.659  -1.41
C: 1.880 -3.244 -0.538  1.08
C: 2.628 -3.142 0.746  -1.04
O: 0.804 -2.677 -0.736  -0.93
H: 2.913 -4.968 -1.301  0.43
H: 3.227 -3.443 -2.125  0.30
H: 1.683 -4.258 -2.403  0.31
H: 3.233 -4.033 0.903  0.51
H: 1.941 -2.977 1.571  0.21
H: 3.299 -2.281 0.683  0.19

- charge = 0
- orbital gap (eV) = 8.1
- LUMO (eV) = 0.0

---

--- Q ---
Density functional theory data (ωB97M-V/def2-TZVPD) for a structure of composition C18H22F6IrN3O10S2.

Last column: Mulliken charge in e.
Positions of all 62 atoms, in Å:
Ir: -0.482 -0.293 0.043  1.97
C: 3.184 -4.080 4.344  -0.72
O: 3.548 -4.382 3.003  -0.47
C: 2.792 -3.877 2.015  1.11
C: 3.217 -4.221 0.706  -1.12
C: 2.500 -3.766 -0.351  -0.83
C: 1.362 -2.927 -0.199  -0.21
C: 0.583 -2.597 -1.337  1.50
C: 0.787 -3.278 -2.656  -1.73
O: -0.370 -1.758 -1.331  -0.91
C: 0.961 -2.552 1.127  0.60
O: -0.049 -1.792 1.415  -1.32
C: 1.689 -3.080 2.216  -0.47
H: 3.924 -4.569 4.970  0.26
H: 2.191 -4.469 4.575  0.34
H: 3.207 -3.004 4.522  0.24
H: 4.091 -4.846 0.591  0.46
H: 2.812 -4.043 -1.349  0.42
H: 0.779 -4.362 -2.555  0.46
H: 1.755 -2.982 -3.066  0.41
H: 0.007 -2.958 -3.341  0.37
H: 1.342 -2.810 3.202  0.50
C: -3.103 1.611 -2.726  -1.57
C: -1.944 1.069 -1.967  0.70
N: -2.063 0.490 -0.818  1.00
O: -3.298 0.421 -0.223  -0.62
C: -0.585 1.166 -2.403  0.51
C: -0.134 1.713 -3.714  -1.94
N: 0.270 0.716 -1.494  0.43
O: 1.494 0.655 -1.659  -0.72
H: -3.897 1.909 -2.046  0.42
H: -3.497 0.842 -3.394  0.30
H: -2.794 2.459 -3.332  0.40
H: -3.104 0.622 0.709  0.43
H: -0.372 2.773 -3.816  0.40
H: -0.607 1.182 -4.543  0.38
H: 0.944 1.596 -3.791  0.37
F: -2.113 -0.468 3.536  -0.25
C: -1.099 0.262 3.999  0.69
F: -1.421 0.729 5.200  -0.23
F: -0.025 -0.506 4.112  -0.17
S: -0.846 1.693 2.848  0.45
O: -1.059 1.096 1.503  -0.83
O: -1.889 2.619 3.155  -0.67
N: 0.611 2.043 3.135  -0.16
S: 1.430 3.372 2.820  0.93
O: 2.818 3.060 2.966  -0.62
O: 0.874 4.532 3.433  -0.64
C: 1.196 3.647 1.008  0.68
F: -0.090 3.894 0.738  -0.22
F: 1.578 2.587 0.299  -0.15
F: 1.922 4.697 0.637  -0.24
C: 3.285 0.228 3.116  -0.45
C: 2.983 0.466 1.660  0.75
C: 4.123 0.878 0.772  -1.54
O: 1.857 0.382 1.217  -0.10
H: 4.346 0.338 3.334  0.48
H: 2.950 -0.773 3.389  -0.29
H: 2.712 0.944 3.705  0.23
H: 4.395 1.902 1.043  0.34
H: 3.812 0.847 -0.269  0.18
H: 5.001 0.253 0.947  0.45

- charge = 0
- orbital gap (eV) = 8.0
- LUMO (eV) = -0.6

---

Which structure is the least stable? The one labeled Q.

---

--- P ---
Density functional theory data (ωB97M-V/def2-TZVPD) for a cluster of 2 separate species, C5H13N3O2 in total.

Last column: Mulliken charge in e.
Positions of all 23 atoms, in Å:
C: 0.700 0.086 -1.560  -0.70
C: 1.178 1.506 -1.872  -0.90
C: 1.912 -0.710 0.436  0.83
N: 0.865 -0.206 -0.146  0.23
N: 3.043 -0.984 -0.243  -0.37
N: 1.870 -0.950 1.757  -0.38
H: -0.364 0.030 -1.774  0.21
H: 1.254 -0.634 -2.164  0.40
H: 2.212 1.634 -1.539  0.28
H: 0.557 2.225 -1.340  0.31
H: 0.060 0.044 0.444  0.09
H: 3.046 -0.906 -1.242  0.16
H: 3.836 -1.401 0.205  0.19
H: 1.000 -0.740 2.223  0.21
H: 2.634 -1.361 2.256  0.16
H: 1.179 1.733 -2.938  0.35
C: -3.666 0.916 0.279  -1.05
C: -2.324 0.214 0.441  0.74
O: -2.187 -0.941 -0.015  -0.72
O: -1.430 0.850 1.076  -0.86
H: -3.517 1.915 -0.136  0.25
H: -4.111 1.039 1.267  0.28
H: -4.350 0.389 -0.380  0.30

- charge = 0
- orbital gap (eV) = 7.7
- LUMO (eV) = 0.0

---

--- Q ---
Density functional theory data (ωB97M-V/def2-TZVPD) for a cluster of 2 separate species, C5H13N3O2 in total.

Last column: Mulliken charge in e.
Positions of all 23 atoms, in Å:
C: -2.196 2.807 0.648  -1.13
C: -1.102 2.040 -0.059  -0.45
N: -0.311 1.213 0.857  -0.56
C: -0.783 0.125 1.294  0.58
N: -2.028 -0.383 1.047  -0.40
N: -0.054 -0.715 2.152  -0.49
H: -3.052 2.131 0.822  0.25
H: -2.714 3.568 0.100  0.39
H: -1.858 3.057 1.644  0.32
H: -1.424 1.356 -0.851  0.32
H: -0.389 2.677 -0.565  0.37
H: -2.770 0.120 0.607  0.15
H: -2.213 -1.354 1.230  0.25
H: -0.332 -0.566 3.116  0.22
H: 0.938 -0.799 2.032  0.22
C: 0.619 -0.944 -2.251  -0.86
C: 1.872 -1.293 -1.523  0.66
O: 2.984 -0.947 -1.801  -0.54
O: 1.559 -1.906 -0.348  -0.44
H: 0.461 -1.617 -3.099  0.34
H: 0.683 0.032 -2.701  0.29
H: -0.317 -1.076 -1.714  0.21
H: 2.265 -2.448 0.045  0.32

- charge = 0
- orbital gap (eV) = 9.5
- LUMO (eV) = 0.7
- structure (SMILES) = CCN=C(N)N.CC(=O)O

---

--- R ---
Density functional theory data (ωB97M-V/def2-TZVPD) for a structure of composition C5H13N3O2.

Last column: Mulliken charge in e.
Positions of all 23 atoms, in Å:
C: 2.707 0.663 -0.448  -1.37
C: -1.423 0.711 1.383  -1.37
C: -1.974 0.235 -1.023  -1.78
C: 1.473 0.617 0.447  -0.33
C: -0.913 0.777 -0.061  0.59
N: 0.357 0.119 -0.297  -0.21
N: -0.098 -2.294 -0.723  0.25
N: 0.104 -1.590 0.312  0.65
O: -0.272 -3.527 -0.756  -0.68
O: 0.454 -1.854 1.445  -0.63
H: 2.551 1.376 -1.255  0.31
H: 3.576 0.968 0.127  0.42
H: 2.899 -0.313 -0.884  0.31
H: -1.711 -0.302 1.642  0.33
H: -0.665 1.038 2.088  0.36
H: -2.292 1.350 1.493  0.46
H: -2.303 -0.752 -0.713  0.38
H: -1.583 0.186 -2.035  0.37
H: -2.841 0.889 -1.020  0.46
H: 1.652 -0.039 1.314  0.37
H: 1.265 1.615 0.845  0.36
H: -0.728 1.831 -0.317  0.48
H: -0.233 -1.706 -1.565  0.27

- charge = 0
- orbital gap (alpha / beta) (eV) = 8.9 / 8.9
- LUMO (alpha / beta) (eV) = 0.2 / 0.2

---

Which structure is the least stable? The one labeled R.

---

--- P ---
Density functional theory data (ωB97M-V/def2-TZVPD) for a structure of composition C5H13N3O2.

Last column: Mulliken charge in e.
Positions of all 23 atoms, in Å:
C: 0.913 1.397 -0.367  0.71
C: -0.661 0.613 0.135  0.46
N: 0.548 2.237 -1.443  -0.66
N: 1.540 2.172 0.666  -0.66
N: 1.748 0.321 -0.780  -0.55
O: -0.885 0.894 1.454  -0.49
O: -1.595 0.668 -0.656  -0.68
H: -1.840 0.875 1.613  0.35
H: 0.562 3.230 -1.240  0.23
H: -0.320 2.028 -1.917  0.26
H: 2.705 0.387 -0.448  0.21
H: 1.882 1.600 1.428  0.24
H: 0.966 2.934 1.004  0.27
H: 1.769 0.209 -1.788  0.20
C: -1.037 -2.441 -0.833  -1.08
C: -0.527 -1.806 0.408  0.29
C: -0.729 -2.189 1.655  -1.02
H: 0.104 -0.641 0.215  0.45
H: -0.212 -2.747 -1.478  0.25
H: -1.668 -3.306 -0.613  0.37
H: -1.629 -1.729 -1.411  0.27
H: -1.302 -3.077 1.905  0.31
H: -0.332 -1.629 2.491  0.28

- charge = 0
- orbital gap (eV) = 9.3
- LUMO (eV) = 0.8

---

--- Q ---
Density functional theory data (ωB97M-V/def2-TZVPD) for a cluster of 2 separate species, C5H13N3O2 in total.

Last column: Mulliken charge in e.
Positions of all 23 atoms, in Å:
H: -1.477 1.669 0.769  0.16
N: -0.758 1.180 0.251  -0.59
C: -1.108 0.783 -0.913  0.44
N: -2.284 1.139 -1.534  -0.43
N: -0.268 -0.062 -1.623  -0.37
C: 1.188 0.077 -1.368  0.09
C: 1.899 -0.866 -2.342  -1.08
H: -2.623 0.587 -2.298  0.19
H: -2.844 1.817 -1.053  0.19
H: -0.415 0.055 -2.614  0.27
H: 1.350 -0.298 -0.368  -0.18
H: 1.462 1.124 -1.489  0.38
H: 2.879 -0.518 -2.651  0.31
H: 1.305 -1.208 -3.191  0.33
H: 2.110 -1.789 -1.789  0.29
C: 0.037 -1.170 2.108  -0.77
C: -0.422 -0.111 3.074  0.73
O: -1.522 0.326 3.245  -0.58
O: 0.638 0.313 3.806  -0.47
H: 1.028 -0.865 1.779  0.15
H: -0.567 -1.051 1.209  0.22
H: 0.004 -2.151 2.573  0.36
H: 0.388 1.017 4.420  0.34

- charge = 0
- orbital gap (eV) = 9.8
- LUMO (eV) = 0.8
- structure (SMILES) = [H]/N=C(\N)NCC.CC(=O)O

---

Which structure is the least stable? The one labeled P.